A structure of composition CH3NO2S. Source: the OMol25 dataset; level of theory: the ωB97M-V functional and the def2-TZVPD basis.

```
8
Properties=species:S:1:pos:R:3:forces:R:3
C 0.01574 0.29550 1.17098 -0.84 4.47 1.34
N 0.06510 -0.85392 -1.15567 2.60 -0.40 -1.08
O 0.92952 -0.36795 1.44792 1.14 -1.11 0.57
O -1.36642 1.20965 -0.81705 -0.34 1.40 -0.85
S -1.13595 -0.10377 -0.27767 0.53 -1.11 1.27
H -0.09805 1.61079 1.73597 -0.15 -3.49 -1.65
H 0.69772 -1.50865 -0.67455 -1.49 -0.64 0.64
H 0.89235 -0.28164 -1.42995 -1.44 0.87 -0.23
```
Positions in Å, forces in eV/Å.

**E_HOMO**: -9.32 eV
**Multiplicity**: 1
**Energy above the lowest of the compared OMol25 structures with the same formula, charge and spin**: 57.7 kcal/mol
**LUMO**: 0.1761 eV